Entry 1:
Density functional theory data (ωB97M-V/def2-TZVPD) for a molecular structure, C32H39BrN8O6PTc.

The value obtained for the electronic energy is -5128.2762 hartree. For the orbital gap (spin up / spin down), the calculation gives 6.411 / 7.224 eV. Its multiplicity is 4. For the HOMO energy (spin up / spin down), the calculation gives -8.86 / -10.28 eV. Its energy above the lowest of the compared OMol25 structures with the same formula, charge and spin is 0.00 kJ/mol. Its total charge is +1.

XYZ file:
```
88
C32H39BrN8O6PTc ωB97M-V/def2-TZVPD
O -0.75 1.66 3.54
H 3.89 -6.48 1.63
H -5.05 1.04 -2.25
C 0.45 1.55 -3.09
C -0.94 1.40 2.27
H -6.42 -1.37 -1.99
Tc -0.70 0.43 -0.44
C -0.36 5.53 -2.65
H -0.06 4.64 -3.21
O -0.53 5.23 -1.26
C -0.55 -0.40 -5.96
H 0.40 -0.51 -6.48
C 2.68 -3.98 4.31
C -3.64 -2.01 0.64
H 3.76 1.53 0.48
N 4.56 -4.05 1.13
C 2.64 -2.19 -0.05
H 2.36 -3.29 5.08
H 5.36 -0.33 0.87
H -4.99 -3.44 1.46
C 0.88 -3.63 -0.81
H 0.01 1.02 5.30
N -0.33 0.25 -4.68
H 2.49 -7.27 3.52
H 0.39 6.31 -2.78
H 3.67 6.24 -0.14
C -2.60 -2.24 1.71
H -2.56 -3.30 1.97
C -3.45 -1.06 -0.39
N 0.46 -1.30 -0.64
O 1.21 1.17 -0.16
C -5.64 -1.54 -1.26
H -1.90 3.19 2.13
H 0.49 -4.61 -1.06
H -1.47 3.12 -0.17
N -2.26 -0.39 -0.48
H -1.23 0.20 -6.57
H -1.32 5.88 -3.02
C 4.34 -0.53 0.55
C 2.33 -5.32 4.39
H 0.57 6.82 1.09
O 1.82 5.59 -0.66
C 3.45 0.50 0.34
H 0.99 2.26 -2.49
C 1.76 -1.12 -0.24
H 1.10 0.78 3.90
H -1.61 -0.89 -3.40
H -3.32 0.70 -2.37
H -0.30 -0.29 4.12
H -4.48 -0.17 -3.39
C 3.12 5.30 -0.14
C -0.19 6.14 1.47
C 3.44 -3.53 3.25
C 3.86 -4.43 2.26
N 4.81 -2.79 0.96
H -2.82 2.18 0.03
C -5.83 -2.49 -0.26
C 0.53 1.29 -4.43
C 3.54 -5.79 2.38
C 2.17 -3.47 -0.37
O -0.53 0.38 1.71
O 0.09 4.79 1.05
H 2.82 -4.33 -0.27
H 3.06 4.93 0.88
C 0.08 0.72 4.26
C -4.47 -0.81 -1.33
H -0.99 -1.38 -5.79
C -4.31 0.25 -2.39
H -2.86 -1.69 2.62
C -0.89 -0.09 -3.51
H 3.63 4.57 -0.76
C 2.76 -6.23 3.43
H 3.73 -2.49 3.18
H -6.75 -3.07 -0.23
H -1.62 -1.92 1.39
N -1.68 2.34 1.65
C 2.13 0.24 -0.02
H 1.13 1.74 -5.20
N -1.83 2.27 0.25
Br 1.26 -5.91 5.83
C 3.96 -1.89 0.47
H -1.00 -2.62 -1.19
H -0.17 6.13 2.56
N -0.46 0.68 -2.53
C -4.84 -2.71 0.68
H -1.17 6.44 1.11
P 0.66 4.47 -0.44
C 0.04 -2.52 -0.91
```

Mulliken charges, unit e, in atom order: atom 1 (O): -0.476, atom 2 (H): 0.477, atom 3 (H): 0.391, atom 4 (C): -0.872, atom 5 (C): 0.833, atom 6 (H): 0.457, atom 7 (Tc): 0.469, atom 8 (C): -0.605, atom 9 (H): 0.201, atom 10 (O): -0.408, atom 11 (C): -0.897, atom 12 (H): 0.354, atom 13 (C): -0.640, atom 14 (C): 0.926, atom 15 (H): 0.543, atom 16 (N): -0.747, atom 17 (C): 0.097, atom 18 (H): 0.442, atom 19 (H): 0.449, atom 20 (H): 0.457, atom 21 (C): -1.326, atom 22 (H): 0.299, atom 23 (N): 0.158, atom 24 (H): 0.421, atom 25 (H): 0.291, atom 26 (H): 0.269, atom 27 (C): -1.181, atom 28 (H): 0.481, atom 29 (C): 0.107, atom 30 (N): 0.350, atom 31 (O): 0.340, atom 32 (C): -0.688, atom 33 (H): 0.267, atom 34 (H): 0.454, atom 35 (H): 0.089, atom 36 (N): 0.085, atom 37 (H): 0.325, atom 38 (H): 0.262, atom 39 (C): -0.667, atom 40 (C): 0.112, atom 41 (H): 0.325, atom 42 (O): -0.434, atom 43 (C): -1.004, atom 44 (H): 0.765, atom 45 (C): 0.613, atom 46 (H): 0.271, atom 47 (H): 0.549, atom 48 (H): -0.082, atom 49 (H): 0.291, atom 50 (H): 0.388, atom 51 (C): -0.772, atom 52 (C): -0.813, atom 53 (C): -0.346, atom 54 (C): 0.276, atom 55 (N): -0.296, atom 56 (H): 0.349, atom 57 (C): -0.799, atom 58 (C): -0.965, atom 59 (C): -0.170, atom 60 (C): -0.524, atom 61 (O): -0.463, atom 62 (O): -0.175, atom 63 (H): 0.724, atom 64 (H): 0.302, atom 65 (C): -0.695, atom 66 (C): 1.003, atom 67 (H): 0.329, atom 68 (C): -1.461, atom 69 (H): 0.290, atom 70 (C): -0.726, atom 71 (H): 0.311, atom 72 (C): -0.416, atom 73 (H): 0.448, atom 74 (H): 0.412, atom 75 (H): -0.047, atom 76 (N): -0.148, atom 77 (C): 0.740, atom 78 (H): 0.462, atom 79 (N): -0.255, atom 80 (Br): -0.171, atom 81 (C): -0.205, atom 82 (H): 0.646, atom 83 (H): 0.245, atom 84 (N): 0.657, atom 85 (C): -0.761, atom 86 (H): 0.282, atom 87 (P): 0.556, atom 88 (C): -0.404

Entry 2:
Density functional theory data (ωB97M-V/def2-TZVPD) for a molecular structure, C32H39ClEuFN9O4.

The value obtained for the electronic energy is -3307.0817 hartree. For the orbital gap (spin up / spin down), the calculation gives 2.899 / 8.116 eV. Its multiplicity is 8. For the HOMO energy (spin up / spin down), the calculation gives -3.80 / -7.95 eV. Its energy above the lowest of the compared OMol25 structures with the same formula, charge and spin is 64.46 kJ/mol. Its total charge is 0.

XYZ file:
```
87
C32H39ClEuFN9O4 ωB97M-V/def2-TZVPD
O 1.75 5.91 -0.96
H 1.15 -4.07 -4.84
Cl 4.40 4.53 2.60
H 2.32 -6.66 1.28
C 3.99 0.85 5.00
H -3.92 -0.66 0.45
H 1.53 -2.64 1.56
H 0.43 -1.30 4.60
H -2.65 0.50 1.69
H 0.70 -1.65 -5.23
H -0.60 -3.86 1.99
H 0.86 -5.98 -3.09
C 4.49 -0.36 4.54
O 3.28 6.42 0.55
C 3.27 3.73 1.61
C 0.89 -2.37 2.40
N 3.20 -3.96 -0.52
H -2.77 -3.37 0.75
H -2.98 -2.11 1.94
N -1.14 -2.04 1.00
C -0.55 -2.77 2.14
H -1.17 -2.55 3.01
H 4.02 0.08 1.21
C 0.53 -1.21 -3.15
H -3.38 -0.48 -1.96
C 3.50 1.79 4.10
H 3.63 -5.39 2.97
H -4.17 -2.10 -0.48
C 3.50 -5.00 1.96
C 1.28 -5.28 -2.38
H 1.22 5.11 -1.28
O 0.71 1.58 -1.36
H -0.55 2.48 1.31
H 2.01 -0.72 2.54
F 2.42 -1.10 0.19
H -1.13 0.47 4.87
C 4.06 0.30 2.27
H 0.92 -3.26 -0.66
H -0.75 -2.42 0.15
H -3.46 1.42 -0.51
H -2.88 2.25 1.66
C -2.64 -0.85 -1.24
C 3.89 -3.38 0.45
H 0.25 2.12 3.36
C 3.54 1.50 2.74
N -0.86 1.58 1.68
C 2.77 -5.70 1.03
H -1.27 0.57 -1.71
C 1.83 -5.81 -1.26
N -1.72 0.24 -0.86
C 0.99 -3.39 -4.01
C -2.39 1.40 -0.25
N 1.02 -0.92 2.61
C 2.61 -5.14 -0.24
C 0.74 -2.05 -4.23
C 1.86 3.02 0.08
H 4.85 -1.10 5.25
C 4.51 -0.64 3.18
Eu 0.66 -0.04 0.19
H -1.94 2.31 -0.66
C -0.80 0.30 3.85
H 4.86 -1.60 2.82
C -2.59 -2.30 0.94
H 1.71 -6.87 -1.12
C 2.54 4.19 0.53
C 0.93 2.79 -1.09
H 3.96 1.07 6.06
H 3.08 2.72 4.45
H 1.28 0.21 4.34
H -1.49 2.33 3.55
N 2.14 1.98 0.86
C 0.53 -0.46 3.91
C -2.26 1.43 1.27
N 4.07 -3.82 1.70
N 0.57 -1.66 -1.89
C 0.85 -2.94 -1.69
N 2.99 2.43 1.80
H 1.24 -2.93 3.28
H 0.35 -0.15 -3.28
H 4.35 -2.44 0.20
C -0.72 1.66 3.14
C -3.39 -1.46 -0.07
C 1.08 -3.88 -2.70
C 2.56 5.60 0.03
H -1.56 -0.32 3.37
H -2.04 -1.61 -1.76
O 0.45 3.77 -1.66
```

Mulliken charges, unit e, in atom order: atom 1 (O): -0.565, atom 2 (H): 0.492, atom 3 (Cl): -0.115, atom 4 (H): 0.395, atom 5 (C): -0.794, atom 6 (H): 0.262, atom 7 (H): -1.001, atom 8 (H): 0.314, atom 9 (H): 0.330, atom 10 (H): 0.420, atom 11 (H): 0.511, atom 12 (H): 0.371, atom 13 (C): -0.729, atom 14 (O): -0.601, atom 15 (C): 0.390, atom 16 (C): 0.591, atom 17 (N): -0.428, atom 18 (H): 0.498, atom 19 (H): 0.463, atom 20 (N): 0.838, atom 21 (C): -1.732, atom 22 (H): 0.575, atom 23 (H): 0.674, atom 24 (C): -0.258, atom 25 (H): 0.510, atom 26 (C): -0.401, atom 27 (H): 0.420, atom 28 (H): 0.549, atom 29 (C): -0.398, atom 30 (C): -1.014, atom 31 (H): 0.404, atom 32 (O): -0.365, atom 33 (H): 0.179, atom 34 (H): -0.543, atom 35 (F): -0.523, atom 36 (H): 0.582, atom 37 (C): -0.680, atom 38 (H): 0.416, atom 39 (H): -0.494, atom 40 (H): 0.481, atom 41 (H): 0.504, atom 42 (C): -0.923, atom 43 (C): -0.433, atom 44 (H): 0.250, atom 45 (C): 0.354, atom 46 (N): 0.054, atom 47 (C): -0.768, atom 48 (H): 0.313, atom 49 (C): -0.790, atom 50 (N): -0.010, atom 51 (C): -0.455, atom 52 (C): -1.065, atom 53 (N): 0.732, atom 54 (C): 1.254, atom 55 (C): -1.109, atom 56 (C): 0.069, atom 57 (H): 0.446, atom 58 (C): -0.261, atom 59 (Eu): 1.465, atom 60 (H): 0.388, atom 61 (C): -0.806, atom 62 (H): 0.418, atom 63 (C): -1.038, atom 64 (H): 0.363, atom 65 (C): -0.327, atom 66 (C): 0.773, atom 67 (H): 0.403, atom 68 (H): 0.402, atom 69 (H): 0.193, atom 70 (H): 0.418, atom 71 (N): 0.164, atom 72 (C): -0.514, atom 73 (C): -0.882, atom 74 (N): -0.425, atom 75 (N): 0.603, atom 76 (C): 0.090, atom 77 (N): 0.091, atom 78 (H): 0.896, atom 79 (H): 0.404, atom 80 (H): 0.568, atom 81 (C): -0.696, atom 82 (C): -0.772, atom 83 (C): -0.237, atom 84 (C): 0.446, atom 85 (H): -0.012, atom 86 (H): 0.325, atom 87 (O): -0.884

Entry 3:
Density functional theory data (ωB97M-V/def2-TZVPD) for 4 unconnected molecules or ions with the total composition C32H39ClF3NO5S.

The value obtained for the electronic energy is -2831.6041 hartree. For the orbital gap, the calculation gives 9.750 eV. Its SMILES is C#CC[C@@](S)(CNC)O[C@H](O)CO[C@@H](CC(=O)O)[C@H](Cl)CC.Fc1ccccc1.Fc1ccccc1.Fc1ccccc1. For the HOMO energy, the calculation gives -9.27 eV. Its total charge is 0.

XYZ file:
```
82
C32H39ClF3NO5S ωB97M-V/def2-TZVPD
C 1.63 -7.19 -0.73
H -2.63 -2.24 -0.14
C -0.57 -3.26 1.36
O -3.14 2.99 -3.64
H -4.54 0.25 -1.64
H -0.08 -9.90 -1.82
C -4.09 -0.21 -0.76
H -1.29 1.25 -0.03
C 0.49 0.52 -0.22
O -0.52 1.07 0.55
H -3.61 9.65 1.91
C -1.92 6.84 2.73
H 0.60 -1.58 1.34
S -0.77 -2.84 -1.90
C 4.78 -3.75 0.96
O -1.75 2.51 -5.33
C -0.69 6.08 -0.67
H 0.82 6.23 -2.16
H -0.18 6.67 0.10
F 2.89 -4.37 -0.31
C 1.60 -9.96 -0.51
C 0.67 -7.94 -1.41
H -0.07 -7.44 -2.03
H 1.72 -4.82 1.94
H -1.22 8.82 5.38
H -1.29 5.34 -0.15
F -3.24 7.33 0.85
H -0.49 1.24 -3.61
H -1.48 4.61 -2.46
H -1.52 1.60 -2.25
H -0.75 6.56 4.50
H -1.72 -4.67 2.68
H 1.23 0.19 0.51
H 1.05 -2.84 0.15
C 0.23 -2.29 0.61
H -2.59 2.48 -5.83
C -1.64 8.51 4.43
C 3.48 -4.20 0.90
H -4.30 0.43 0.09
C -1.19 -4.05 2.01
C 5.37 -3.57 2.21
H -2.06 -0.94 0.94
C 0.04 3.07 -2.59
H -1.73 5.85 2.33
H 6.39 -3.22 2.27
O 0.03 -0.50 -1.08
C 0.31 5.44 -1.62
C -2.04 -1.32 -0.07
H 5.33 -3.55 0.05
C 2.57 -7.82 0.06
H 1.04 4.89 -1.03
C -2.99 8.99 2.50
H -1.36 6.75 -1.20
C 1.17 1.56 -1.15
H 1.37 1.11 -2.12
Cl -0.12 5.14 -4.30
C 4.65 -3.84 3.36
H 2.15 1.82 -0.72
C 3.34 -4.30 3.28
H -4.55 -1.19 -0.61
N -2.63 -0.30 -0.95
H 1.64 -6.12 -0.82
H -2.48 -0.56 -1.92
C -1.38 7.24 3.94
C -2.72 7.72 2.02
H 1.62 -11.04 -0.41
C -0.59 -1.63 -0.51
F 3.46 -9.82 0.93
H -2.66 10.37 4.09
C -2.45 9.38 3.71
C 2.54 -9.20 0.16
H 0.92 2.98 -3.23
C -0.41 4.53 -2.63
C -1.01 2.04 -3.10
H 3.32 -7.26 0.61
C -2.07 2.57 -4.02
C 0.66 -9.32 -1.30
H 2.78 -4.51 4.18
O 0.41 2.74 -1.26
H 0.34 -3.57 -1.73
H 5.11 -3.70 4.33
C 2.74 -4.48 2.04
```

Mulliken charges, unit e, in atom order: atom 1 (C): 0.041, atom 2 (H): 0.740, atom 3 (C): -0.681, atom 4 (O): -0.574, atom 5 (H): 0.323, atom 6 (H): 0.368, atom 7 (C): -1.078, atom 8 (H): 0.384, atom 9 (C): 0.241, atom 10 (O): -0.660, atom 11 (H): 0.411, atom 12 (C): -0.265, atom 13 (H): 0.423, atom 14 (S): -0.191, atom 15 (C): -0.730, atom 16 (O): -0.414, atom 17 (C): -1.426, atom 18 (H): 0.462, atom 19 (H): 0.563, atom 20 (F): -0.351, atom 21 (C): -0.564, atom 22 (C): -0.793, atom 23 (H): 0.398, atom 24 (H): 0.575, atom 25 (H): 0.372, atom 26 (H): 0.319, atom 27 (F): -0.321, atom 28 (H): 0.499, atom 29 (H): 0.522, atom 30 (H): -0.214, atom 31 (H): 0.359, atom 32 (H): 0.492, atom 33 (H): 0.651, atom 34 (H): 0.257, atom 35 (C): -0.986, atom 36 (H): 0.371, atom 37 (C): -0.489, atom 38 (C): 0.371, atom 39 (H): 0.327, atom 40 (C): 0.140, atom 41 (C): -0.357, atom 42 (H): 0.292, atom 43 (C): -0.285, atom 44 (H): 0.441, atom 45 (H): 0.377, atom 46 (O): -0.311, atom 47 (C): -0.485, atom 48 (C): -1.731, atom 49 (H): 0.435, atom 50 (C): -0.520, atom 51 (H): 0.192, atom 52 (C): -0.492, atom 53 (H): 0.348, atom 54 (C): -1.297, atom 55 (H): 0.432, atom 56 (Cl): -0.204, atom 57 (C): -0.525, atom 58 (H): 0.310, atom 59 (C): -0.795, atom 60 (H): 0.346, atom 61 (N): 0.087, atom 62 (H): 0.364, atom 63 (H): 0.230, atom 64 (C): -0.414, atom 65 (C): 0.365, atom 66 (H): 0.420, atom 67 (C): 1.127, atom 68 (F): -0.318, atom 69 (H): 0.355, atom 70 (C): -0.316, atom 71 (C): 0.395, atom 72 (H): 0.403, atom 73 (C): -0.050, atom 74 (C): 0.698, atom 75 (H): 0.479, atom 76 (C): -0.262, atom 77 (C): -0.246, atom 78 (H): 0.388, atom 79 (O): -0.438, atom 80 (H): 0.089, atom 81 (H): 0.384, atom 82 (C): 0.218